This record from the OMol25 dataset describes C10H11OP in the gas phase. The level of theory is ωB97M-V with the def2-TZVPD basis set.

The geometry in XYZ format:
```
23
C10H11OP | the OMol25 dataset | ωB97M-V with the def2-TZVPD basis set
C 3.52 0.46 -0.01
C 3.02 -0.76 -0.44
C 2.63 1.54 0.28
C 1.70 -0.79 -0.88
C 1.28 1.34 -0.04
C 0.73 0.18 -0.68
C -2.20 -0.98 0.91
C -1.82 -1.45 -0.44
C -2.62 0.40 0.86
C -2.01 1.22 -0.17
O -3.31 0.79 -0.23
P -0.96 0.01 -1.36
H 4.62 0.46 0.15
H 3.63 -1.66 -0.46
H 3.09 2.40 0.76
H 1.36 -1.65 -1.42
H 0.70 2.14 0.24
H -2.95 -1.56 1.32
H -1.46 -1.17 1.64
H -1.33 -2.40 -0.56
H -2.75 -1.57 -1.06
H -2.95 0.75 1.75
H -1.91 2.32 -0.17
```

Summary:
Energy relative to the best compared isomer or geometry (same formula, charge and spin)   69.0 kcal/mol
Structure (SMILES)   c1ccc(P2CC[C@@H]3O[C@@H]32)cc1
Charge   0
HOMO-LUMO gap   9.294 eV

These are the Löwdin partial charges, in e, on atoms 1 to 2:
1 C -0.096
2 C -0.102